No. 1
The following is a quantum chemistry calculation of one molecule with the formula BrH2O2P in a non-equilibrium geometry, from the Open Molecules 2025 dataset.

CARTESIAN COORDINATES (ANGSTROEM)
O1 0.62522 1.31253 -0.03654
P1 0.05438 0.06963 -0.87488
O2 0.57579 -1.14254 0.05929
Br1 -2.23607 0.16146 -0.12761
H1 1.18277 1.29969 0.71720
H2 -0.20210 -1.70076 0.26253

Multiplicity: 1
SMILES: OP(O)Br
E_tot (a.u.): -3067.10964
LUMO level (eV): 0.30

Table of natural (NBO) atomic charges, one value per atom, all in e:
1 O -1.0241
2 P 1.4232
3 O -1.0184
4 Br -0.4208
5 H 0.5212
6 H 0.5189



No. 2
The following is a quantum chemistry calculation of one molecule with the formula C5H7ClN2 in a non-equilibrium geometry, from the Open Molecules 2025 dataset.

CARTESIAN COORDINATES (ANGSTROEM)
C1 -0.60179 -0.60051 -1.37458
N1 -1.39994 -1.32511 -0.50652
C2 -1.38301 -1.21313 0.70731
C3 -0.97689 -0.13527 1.51317
C4 -0.04363 0.76795 0.99437
C5 0.89040 0.38371 -0.10079
N2 1.64639 1.44031 -0.65186
Cl1 1.87219 -1.09507 0.20623
H1 -1.23316 0.02506 -2.17201
H2 0.23190 -1.18898 -1.89262
H3 -2.16513 -1.78811 1.23283
H4 -1.56490 0.07104 2.37145
H5 0.19210 1.75408 1.35155
H6 2.49413 1.75653 -0.07460
H7 2.04133 1.14749 -1.60394

Multiplicity: 1
SMILES: C=N/C=C\C=C(\N)Cl
E_tot (a.u.): -764.29208
LUMO level (eV): 0.14

Here are the natural (NBO) charges for atoms 1 to 6, given in e:
1 C -0.1610
2 N -0.4054
3 C 0.1067
4 C -0.2965
5 C -0.1656
6 C 0.0750